[1]
{"formula": "C29H20Br2N4O8Sn", "method": "wB97M-V/def2-TZVPD", "elements": ["Sn", "O", "C", "C", "C", "C", "C", "C", "C", "O", "N", "N", "C", "C", "Br", "C", "C", "C", "C", "C", "C", "C", "H", "H", "H", "H", "H", "H", "H", "H", "H", "H", "H", "H", "H", "H", "O", "C", "O", "C", "C", "C", "C", "C", "N", "C", "O", "O", "H", "H", "H", "Br", "C", "C", "C", "C", "C", "N", "C", "O", "O", "H", "H", "H"], "xyz": [[-0.20, -0.28, 0.86], [-1.35, -2.75, -4.00], [-2.45, -3.13, -3.29], [-3.28, -4.08, -3.88], [-4.41, -4.53, -3.21], [-4.73, -4.04, -1.95], [-3.89, -3.10, -1.37], [-2.77, -2.62, -2.03], [-1.82, -1.65, -1.35], [-1.92, -1.52, -0.02], [-1.99, -0.33, -2.11], [-1.78, 0.82, -1.54], [-1.52, 1.84, -2.29], [-1.52, 3.20, -1.80], [-2.33, 3.51, -0.10], [-1.14, 4.29, -2.48], [-0.57, 4.29, -3.84], [-1.02, 5.23, -4.77], [-0.55, 5.24, -6.08], [0.40, 4.31, -6.48], [0.89, 3.40, -5.56], [0.42, 3.38, -4.25], [-0.67, -2.25, -3.49], [-3.01, -4.47, -4.85], [-5.04, -5.28, -3.68], [-5.60, -4.40, -1.42], [-4.08, -2.71, -0.37], [-0.82, -2.00, -1.63], [-1.84, -0.39, -3.11], [-1.30, 1.70, -3.35], [-1.32, 5.26, -2.04], [-1.78, 5.94, -4.45], [-0.95, 5.96, -6.78], [0.77, 4.31, -7.50], [1.65, 2.68, -5.86], [0.83, 2.68, -3.53], [-0.39, -0.42, -3.63], [0.31, -0.37, -2.59], [0.46, -1.26, -1.71], [1.07, 0.92, -2.29], [1.76, 1.63, -3.26], [2.53, 2.72, -2.85], [2.59, 3.05, -1.51], [1.85, 2.30, -0.60], [1.10, 1.27, -1.00], [1.93, 2.57, 0.92], [2.65, 3.52, 1.27], [1.24, 1.79, 1.61], [1.71, 1.32, -4.29], [3.09, 3.29, -3.58], [3.19, 3.87, -1.14], [3.75, -1.14, 0.23], [2.80, -2.39, 1.30], [3.30, -3.67, 1.44], [2.63, -4.52, 2.30], [1.53, -4.06, 3.01], [1.09, -2.76, 2.78], [1.71, -1.95, 1.91], [-0.12, -2.20, 3.56], [-0.34, -2.76, 4.64], [-0.72, -1.24, 3.02], [4.18, -3.98, 0.90], [2.98, -5.54, 2.43], [0.99, -4.67, 3.72]], "e_homo_ha": -0.0697, "charge": -2, "orbital_gap_ev": 6.09, "energy_ev": -198653.452, "relative_energy_kj_mol": 476.8, "lumo_ev": 4.2}



[2]
{"formula": "C29H20HfN5O2", "method": "wB97M-V/def2-TZVPD", "elements": ["Hf", "O", "C", "N", "C", "C", "C", "C", "C", "C", "N", "C", "O", "C", "C", "C", "C", "C", "N", "C", "C", "C", "C", "C", "N", "H", "H", "H", "H", "H", "H", "H", "H", "H", "H", "H", "H", "C", "C", "C", "C", "N", "C", "C", "C", "C", "C", "C", "C", "H", "H", "H", "H", "H", "H", "H", "H"], "xyz": [[-0.03, 0.07, 0.18], [-1.63, 3.59, -1.25], [-0.88, 2.66, -1.05], [-0.40, 2.15, 0.12], [-0.78, 2.61, 1.43], [-1.45, 3.80, 1.71], [-1.71, 4.14, 3.03], [-1.31, 3.31, 4.07], [-0.65, 2.12, 3.80], [-0.40, 1.77, 2.49], [0.33, 0.57, 2.12], [1.60, 0.38, 2.62], [2.09, 0.83, 3.63], [2.51, -0.40, 1.67], [3.62, -1.04, 2.17], [4.52, -1.60, 1.27], [4.27, -1.48, -0.10], [3.12, -0.84, -0.51], [2.24, -0.32, 0.35], [-0.38, 1.85, -2.25], [-0.47, 2.37, -3.52], [-0.04, 1.60, -4.59], [0.44, 0.31, -4.35], [0.48, -0.15, -3.06], [0.08, 0.61, -2.02], [-1.74, 4.45, 0.90], [-2.22, 5.07, 3.24], [-1.51, 3.59, 5.10], [-0.33, 1.47, 4.60], [3.78, -1.06, 3.24], [5.41, -2.10, 1.62], [4.96, -1.87, -0.83], [2.89, -0.74, -1.56], [-0.88, 3.36, -3.65], [-0.08, 1.99, -5.60], [0.78, -0.32, -5.16], [0.81, -1.16, -2.83], [-4.58, 0.60, 0.13], [-5.03, -0.71, 0.02], [-4.12, -1.74, -0.02], [-2.76, -1.48, 0.04], [-2.32, -0.19, 0.14], [-3.22, 0.81, 0.18], [-1.71, -2.54, 0.03], [-2.07, -3.88, -0.04], [-1.09, -4.86, -0.02], [0.25, -4.51, 0.07], [0.59, -3.16, 0.12], [-0.36, -2.13, 0.09], [-5.25, 1.44, 0.17], [-6.09, -0.92, -0.03], [-4.47, -2.76, -0.10], [-2.83, 1.81, 0.27], [-3.10, -4.19, -0.10], [-1.38, -5.91, -0.06], [1.01, -5.27, 0.11], [1.65, -2.92, 0.20]], "e_homo_ha": -0.3986, "charge": 1, "orbital_gap_ev": 7.28, "energy_ev": -43248.725, "relative_energy_kj_mol": 0.0, "lumo_ev": -3.6}



[3]
{"formula": "C29H20N8OTeV", "method": "wB97M-V/def2-TZVPD", "elements": ["V", "C", "C", "C", "C", "N", "C", "N", "C", "N", "C", "N", "C", "C", "C", "C", "C", "N", "C", "C", "C", "C", "C", "C", "H", "H", "H", "H", "H", "H", "H", "H", "H", "H", "H", "H", "O", "N", "C", "C", "N", "C", "N", "C", "Te", "C", "C", "C", "C", "C", "C", "C", "H", "H", "H", "H", "H", "H", "H", "H"], "xyz": [[0.61, -0.63, -0.29], [-2.35, -3.61, -1.21], [-2.64, -4.25, -0.01], [-1.97, -3.85, 1.12], [-1.00, -2.82, 1.04], [-0.76, -2.17, -0.13], [-1.42, -2.59, -1.21], [-0.34, -2.56, 2.18], [0.58, -1.68, 2.36], [1.05, -0.74, 1.47], [2.03, -0.01, 2.11], [2.72, 0.97, 1.65], [2.67, 1.47, 0.40], [3.54, 2.55, 0.15], [3.57, 3.13, -1.09], [2.73, 2.62, -2.08], [1.88, 1.58, -1.76], [1.83, 1.00, -0.55], [2.21, -0.50, 3.47], [3.05, -0.13, 4.49], [2.98, -0.86, 5.67], [2.08, -1.90, 5.83], [1.20, -2.26, 4.81], [1.29, -1.56, 3.63], [-2.83, -3.90, -2.13], [-3.38, -5.03, 0.03], [-2.14, -4.30, 2.08], [-1.20, -2.08, -2.14], [4.17, 2.88, 0.96], [4.23, 3.96, -1.30], [2.74, 3.01, -3.08], [1.21, 1.19, -2.52], [3.74, 0.69, 4.37], [3.64, -0.60, 6.49], [2.04, -2.44, 6.76], [0.48, -3.06, 4.92], [0.71, -0.92, -1.90], [1.27, -1.32, -2.96], [2.34, -2.12, -2.82], [2.64, -2.41, -1.48], [2.54, -2.39, -0.33], [3.05, -2.55, -3.94], [3.66, -2.91, -4.85], [-1.22, 2.79, -0.86], [-1.32, 1.00, 0.36], [-2.90, 0.50, -1.02], [-3.41, 1.82, -1.55], [-4.67, 1.92, -2.12], [-5.10, 3.13, -2.63], [-4.27, 4.24, -2.57], [-3.02, 4.15, -1.99], [-2.58, 2.93, -1.48], [-0.45, 2.68, -1.63], [-0.96, 3.66, -0.24], [-3.69, -0.07, -0.52], [-2.49, -0.10, -1.84], [-5.31, 1.05, -2.15], [-6.08, 3.20, -3.08], [-4.60, 5.19, -2.97], [-2.38, 5.02, -1.92]], "e_homo_ha": [-0.4125, -0.4136], "charge": 1, "spin_multiplicity": 3, "orbital_gap_ev": [7.47, 7.10], "energy_ev": -77339.878, "relative_energy_kj_mol": 5.5, "lumo_ev": [-3.8, -4.2], "s2": 2.052}



[4]
{"formula": "C29H21N6PS12V", "method": "wB97M-V/def2-TZVPD", "elements": ["V", "N", "P", "C", "C", "C", "C", "C", "C", "C", "C", "C", "C", "C", "C", "C", "C", "C", "C", "C", "N", "H", "H", "H", "H", "H", "H", "H", "H", "H", "H", "H", "H", "H", "H", "H", "N", "C", "N", "C", "C", "S", "C", "C", "S", "C", "N", "N", "H", "H", "H", "H", "H", "H", "S", "C", "S", "C", "C", "S", "S", "S", "S", "C", "S", "C", "C", "S", "S", "S"], "xyz": [[0.69, 1.05, -0.07], [1.10, -1.95, -0.89], [-0.34, -1.14, -0.34], [-1.48, -1.68, -1.68], [-1.76, -3.03, -1.87], [-2.58, -3.44, -2.90], [-3.15, -2.50, -3.75], [-2.90, -1.15, -3.56], [-2.06, -0.74, -2.53], [-0.93, -2.31, 0.94], [-2.22, -2.12, 1.42], [-2.75, -2.97, 2.37], [-1.99, -4.03, 2.84], [-0.70, -4.22, 2.39], [-0.16, -3.35, 1.44], [2.30, -1.51, -0.39], [3.45, -2.30, -0.42], [4.61, -1.80, 0.13], [4.60, -0.56, 0.74], [3.42, 0.16, 0.75], [2.31, -0.27, 0.13], [1.07, -2.94, -1.10], [-1.35, -3.76, -1.18], [-2.79, -4.50, -3.04], [-3.81, -2.82, -4.55], [-3.35, -0.41, -4.20], [-1.87, 0.31, -2.39], [-2.81, -1.28, 1.06], [-3.74, -2.79, 2.77], [-2.39, -4.67, 3.62], [-0.08, -5.00, 2.80], [0.88, -3.47, 1.15], [3.41, -3.29, -0.87], [5.51, -2.40, 0.12], [5.46, -0.16, 1.25], [3.33, 1.12, 1.24], [3.32, 0.59, -2.68], [2.22, 1.36, -2.99], [1.11, 1.35, -2.31], [0.21, 2.24, -2.87], [0.63, 2.90, -3.97], [2.24, 2.41, -4.36], [-1.05, 2.45, -2.18], [-2.20, 2.95, -2.67], [-3.38, 3.02, -1.41], [-2.25, 2.33, -0.31], [-1.08, 2.06, -0.85], [-2.54, 2.04, 0.97], [3.35, 0.32, -1.71], [4.19, 1.02, -2.96], [0.14, 3.70, -4.49], [-2.39, 3.32, -3.66], [-3.30, 2.54, 1.40], [-1.71, 1.86, 1.56], [-3.16, -1.54, 5.86], [-1.80, -1.08, 4.98], [-1.73, 0.29, 3.97], [-0.13, 0.09, 3.32], [0.57, -0.98, 3.79], [2.15, -1.59, 3.42], [-0.32, -1.92, 4.98], [0.40, 1.41, 2.26], [1.96, 6.91, 4.27], [1.58, 6.11, 2.84], [2.34, 4.69, 2.30], [1.46, 4.44, 0.81], [0.49, 5.35, 0.54], [-0.59, 5.55, -0.81], [0.32, 6.59, 1.78], [2.05, 3.13, -0.21]], "e_homo_ha": [-0.0440, -0.0439], "charge": -2, "spin_multiplicity": 2, "orbital_gap_ev": [4.69, 4.68], "energy_ev": -204359.710, "relative_energy_kj_mol": 0.0, "lumo_ev": [3.5, 3.5], "s2": 0.762}



[5]
{"formula": "C29H22Br3N5O4W", "method": "wB97M-V/def2-TZVPD", "elements": ["W", "O", "C", "C", "C", "C", "C", "C", "C", "O", "N", "N", "C", "C", "C", "C", "C", "C", "N", "H", "H", "H", "H", "H", "H", "H", "H", "H", "H", "O", "C", "C", "C", "N", "C", "Br", "C", "H", "H", "H", "H", "C", "C", "C", "C", "C", "C", "Br", "C", "C", "Br", "C", "O", "C", "N", "H", "H", "H", "H", "H", "H", "C", "H", "H"], "xyz": [[-0.31, 0.31, -0.33], [4.85, -1.10, -1.49], [4.63, 0.02, -2.18], [5.57, 0.37, -3.15], [5.41, 1.51, -3.90], [4.31, 2.35, -3.71], [3.37, 2.02, -2.77], [3.50, 0.85, -1.99], [2.46, 0.53, -1.05], [1.37, 1.26, -1.00], [2.57, -0.51, -0.24], [1.42, -0.64, 0.48], [1.41, -1.34, 1.56], [0.18, -1.27, 2.32], [-0.02, -1.90, 3.53], [-1.21, -1.65, 4.22], [-2.11, -0.75, 3.70], [-1.85, -0.15, 2.47], [-0.74, -0.42, 1.78], [4.17, -1.21, -0.80], [6.42, -0.28, -3.29], [6.16, 1.77, -4.64], [4.20, 3.25, -4.30], [2.50, 2.65, -2.62], [2.30, -1.84, 1.91], [0.73, -2.56, 3.93], [-1.40, -2.14, 5.17], [-3.03, -0.51, 4.21], [-2.53, 0.56, 2.03], [0.06, 6.08, 2.25], [0.01, 4.84, 1.80], [0.39, 3.71, 2.53], [0.27, 2.48, 1.95], [-0.19, 2.29, 0.70], [-0.52, 3.38, 0.00], [-1.04, 3.09, -1.78], [-0.45, 4.66, 0.49], [0.40, 6.13, 3.16], [0.77, 3.80, 3.54], [0.57, 1.59, 2.50], [-0.73, 5.51, -0.12], [0.58, -3.28, -0.78], [-0.86, -2.96, -0.51], [-1.74, -4.08, -0.49], [-3.09, -3.92, -0.43], [-3.62, -2.61, -0.38], [-5.01, -2.29, -0.38], [-6.29, -3.67, -0.43], [-5.43, -0.99, -0.34], [-4.49, 0.06, -0.28], [-5.08, 1.83, -0.18], [-3.15, -0.21, -0.27], [-2.21, 0.74, -0.16], [-2.70, -1.55, -0.34], [-1.33, -1.73, -0.38], [0.61, -3.98, -1.62], [1.02, -3.80, 0.07], [1.19, -2.42, -1.04], [-1.30, -5.06, -0.58], [-3.75, -4.77, -0.44], [-6.48, -0.76, -0.34], [-0.24, -0.37, -2.14], [-0.46, -1.35, -2.53], [-0.05, 0.39, -2.91]], "e_homo_ha": -0.4848, "charge": 2, "orbital_gap_ev": 5.53, "energy_ev": -258010.556, "relative_energy_kj_mol": 16.0, "lumo_ev": -7.7}



[6]
{"formula": "C29H22BrClILiN5O3S", "method": "wB97M-V/def2-TZVPD", "elements": ["Li", "O", "C", "C", "C", "C", "C", "C", "C", "O", "N", "N", "C", "C", "Br", "C", "C", "C", "C", "C", "C", "C", "H", "H", "H", "H", "H", "H", "H", "H", "H", "H", "H", "H", "H", "H", "Cl", "C", "C", "C", "I", "C", "O", "C", "N", "C", "C", "C", "C", "H", "H", "H", "H", "S", "C", "N", "C", "C", "C", "N", "H", "H", "H", "H"], "xyz": [[-0.18, 0.88, 1.33], [-0.43, 4.34, 0.43], [-1.00, 4.22, -0.78], [-0.75, 5.20, -1.74], [-1.36, 5.15, -2.98], [-2.21, 4.10, -3.30], [-2.44, 3.12, -2.35], [-1.84, 3.14, -1.10], [-2.14, 2.05, -0.07], [-1.43, 2.17, 1.06], [-1.93, 0.69, -0.70], [-0.83, 0.00, -0.47], [-0.64, -1.07, -1.15], [0.50, -1.96, -0.97], [1.65, -1.62, 0.50], [0.79, -3.02, -1.74], [0.15, -3.39, -3.02], [-0.08, -4.74, -3.28], [-0.64, -5.15, -4.48], [-0.97, -4.22, -5.45], [-0.71, -2.87, -5.22], [-0.15, -2.46, -4.02], [-0.72, 3.49, 0.91], [-0.07, 6.01, -1.47], [-1.15, 5.93, -3.71], [-2.70, 4.06, -4.27], [-3.11, 2.30, -2.59], [-3.24, 2.04, 0.09], [-2.52, 0.39, -1.47], [-1.37, -1.39, -1.89], [1.57, -3.69, -1.40], [0.18, -5.47, -2.53], [-0.82, -6.21, -4.65], [-1.40, -4.54, -6.39], [-0.92, -2.14, -5.98], [0.09, -1.42, -3.87], [-0.88, -1.62, 7.58], [-0.31, -0.86, 6.11], [0.73, 0.02, 6.17], [1.22, 0.65, 5.01], [2.80, 1.97, 5.23], [0.69, 0.43, 3.74], [1.10, 0.97, 2.67], [-0.44, -0.51, 3.71], [-1.00, -0.73, 2.49], [-2.01, -1.54, 2.38], [-2.56, -2.23, 3.48], [-2.03, -2.02, 4.71], [-0.93, -1.14, 4.87], [1.19, 0.23, 7.12], [-2.41, -1.67, 1.38], [-3.40, -2.90, 3.33], [-2.43, -2.52, 5.59], [1.83, 2.10, -1.59], [3.06, 1.43, -0.72], [3.03, 1.47, 0.66], [3.92, 0.88, 1.47], [4.99, 0.25, 0.92], [5.04, 0.26, -0.49], [4.15, 0.79, -1.28], [2.20, 1.86, 1.10], [3.69, 0.95, 2.53], [5.74, -0.23, 1.53], [5.87, -0.23, -0.99]], "e_homo_ha": -0.1809, "charge": -1, "orbital_gap_ev": 7.17, "energy_ev": -145732.925, "relative_energy_kj_mol": 0.0, "lumo_ev": 2.2}



[7]
{"formula": "C29H22BrN8O2Os", "method": "wB97M-V/def2-TZVPD", "elements": ["Os", "C", "C", "N", "C", "C", "N", "C", "C", "C", "C", "C", "N", "C", "C", "N", "C", "C", "N", "C", "C", "C", "N", "C", "C", "H", "H", "H", "H", "H", "H", "H", "H", "H", "H", "H", "H", "Br", "C", "C", "C", "C", "C", "C", "C", "O", "O", "H", "H", "H", "H", "C", "C", "N", "C", "C", "N", "H", "H", "H", "H", "H", "H"], "xyz": [[0.04, -0.11, 0.01], [-2.86, 1.99, 2.55], [-2.31, 1.30, 1.46], [-1.02, 0.97, 1.47], [-0.26, 1.30, 2.54], [-0.84, 2.02, 3.58], [-2.12, 2.36, 3.58], [1.12, 0.79, 2.50], [1.99, 0.77, 3.57], [3.22, 0.11, 3.46], [3.48, -0.61, 2.27], [2.58, -0.57, 1.23], [1.48, 0.22, 1.32], [2.63, -1.42, 0.03], [3.65, -2.29, -0.32], [3.57, -3.10, -1.37], [2.47, -3.05, -2.10], [1.43, -2.18, -1.80], [1.52, -1.37, -0.75], [4.20, 0.11, 4.56], [3.85, 0.60, 5.82], [4.80, 0.62, 6.84], [6.00, 0.17, 6.56], [6.42, -0.31, 5.41], [5.50, -0.34, 4.36], [-3.91, 2.25, 2.56], [-2.90, 1.02, 0.60], [-0.25, 2.34, 4.43], [1.69, 1.24, 4.49], [4.35, -1.24, 2.18], [4.57, -2.34, 0.26], [2.40, -3.73, -2.94], [0.52, -2.13, -2.40], [2.85, 0.96, 6.06], [4.60, 0.98, 7.84], [7.44, -0.64, 5.32], [5.85, -0.72, 3.40], [-4.91, -5.69, -0.62], [-3.57, -5.05, 0.53], [-3.26, -5.73, 1.70], [-2.27, -5.26, 2.55], [-1.57, -4.11, 2.24], [-1.89, -3.43, 1.06], [-2.89, -3.89, 0.20], [-1.17, -2.22, 0.72], [-0.22, -1.71, 1.41], [-1.43, -1.55, -0.35], [-3.80, -6.63, 1.94], [-2.05, -5.80, 3.46], [-0.80, -3.74, 2.90], [-3.12, -3.36, -0.71], [2.46, 1.10, -2.62], [1.50, 1.95, -1.88], [0.55, 1.64, -0.97], [-0.10, 2.85, -0.64], [0.47, 3.85, -1.33], [1.46, 3.27, -2.10], [2.32, 0.05, -2.41], [3.49, 1.37, -2.37], [2.33, 1.24, -3.69], [-0.93, 2.90, 0.04], [0.25, 4.90, -1.37], [2.05, 3.75, -2.76]], "e_homo_ha": -0.5793, "charge": 3, "orbital_gap_ev": 3.66, "energy_ev": -118930.090, "lumo_ev": -12.1}



Repeat the seventh record exactly.
{"formula": "C29H22BrN8O2Os", "method": "wB97M-V/def2-TZVPD", "elements": ["Os", "C", "C", "N", "C", "C", "N", "C", "C", "C", "C", "C", "N", "C", "C", "N", "C", "C", "N", "C", "C", "C", "N", "C", "C", "H", "H", "H", "H", "H", "H", "H", "H", "H", "H", "H", "H", "Br", "C", "C", "C", "C", "C", "C", "C", "O", "O", "H", "H", "H", "H", "C", "C", "N", "C", "C", "N", "H", "H", "H", "H", "H", "H"], "xyz": [[0.04, -0.11, 0.01], [-2.86, 1.99, 2.55], [-2.31, 1.30, 1.46], [-1.02, 0.97, 1.47], [-0.26, 1.30, 2.54], [-0.84, 2.02, 3.58], [-2.12, 2.36, 3.58], [1.12, 0.79, 2.50], [1.99, 0.77, 3.57], [3.22, 0.11, 3.46], [3.48, -0.61, 2.27], [2.58, -0.57, 1.23], [1.48, 0.22, 1.32], [2.63, -1.42, 0.03], [3.65, -2.29, -0.32], [3.57, -3.10, -1.37], [2.47, -3.05, -2.10], [1.43, -2.18, -1.80], [1.52, -1.37, -0.75], [4.20, 0.11, 4.56], [3.85, 0.60, 5.82], [4.80, 0.62, 6.84], [6.00, 0.17, 6.56], [6.42, -0.31, 5.41], [5.50, -0.34, 4.36], [-3.91, 2.25, 2.56], [-2.90, 1.02, 0.60], [-0.25, 2.34, 4.43], [1.69, 1.24, 4.49], [4.35, -1.24, 2.18], [4.57, -2.34, 0.26], [2.40, -3.73, -2.94], [0.52, -2.13, -2.40], [2.85, 0.96, 6.06], [4.60, 0.98, 7.84], [7.44, -0.64, 5.32], [5.85, -0.72, 3.40], [-4.91, -5.69, -0.62], [-3.57, -5.05, 0.53], [-3.26, -5.73, 1.70], [-2.27, -5.26, 2.55], [-1.57, -4.11, 2.24], [-1.89, -3.43, 1.06], [-2.89, -3.89, 0.20], [-1.17, -2.22, 0.72], [-0.22, -1.71, 1.41], [-1.43, -1.55, -0.35], [-3.80, -6.63, 1.94], [-2.05, -5.80, 3.46], [-0.80, -3.74, 2.90], [-3.12, -3.36, -0.71], [2.46, 1.10, -2.62], [1.50, 1.95, -1.88], [0.55, 1.64, -0.97], [-0.10, 2.85, -0.64], [0.47, 3.85, -1.33], [1.46, 3.27, -2.10], [2.32, 0.05, -2.41], [3.49, 1.37, -2.37], [2.33, 1.24, -3.69], [-0.93, 2.90, 0.04], [0.25, 4.90, -1.37], [2.05, 3.75, -2.76]], "e_homo_ha": -0.5793, "charge": 3, "orbital_gap_ev": 3.66, "energy_ev": -118930.090, "lumo_ev": -12.1}



- The highest charge belongs to which entry?
  C29H22BrN8O2Os



- Among the records above, which one has the highest charge?
  C29H22BrN8O2Os